# 1
{
  "formula": "C29H30CsF3N4S4",
  "method": "ωB97M-V/def2-TZVPD",
  "elements": ["Cs", "C", "C", "S", "C", "C", "S", "C", "C", "S", "H", "H", "H", "H", "H", "H", "H", "H", "H", "H", "H", "H", "C", "C", "C", "C", "C", "C", "N", "C", "C", "C", "C", "C", "N", "C", "C", "C", "C", "C", "C", "N", "H", "H", "H", "H", "H", "H", "H", "H", "H", "H", "H", "H", "H", "H", "H", "F", "C", "F", "F", "C", "C", "C", "C", "N", "C", "S", "H", "H", "H"],
  "coordinates": [[0.355, 0.320, 0.000], [-0.696, 4.600, 2.150], [-2.181, 4.273, 1.951], [-2.674, 2.994, 0.745], [-3.819, 1.986, 1.730], [-3.260, 1.429, 3.058], [-1.808, 0.397, 2.924], [-0.725, 1.204, 4.187], [-0.324, 2.661, 4.107], [0.471, 3.261, 2.566], [-0.294, 5.023, 1.245], [-0.659, 5.390, 2.894], [-2.505, 3.896, 2.910], [-2.698, 5.187, 1.754], [-4.695, 2.587, 1.984], [-4.190, 1.153, 1.100], [-2.957, 2.233, 3.681], [-4.097, 0.855, 3.518], [-1.128, 0.968, 5.204], [0.205, 0.586, 4.124], [-1.124, 3.368, 4.327], [0.349, 2.772, 4.981], [-0.461, -3.452, 1.597], [-1.226, -3.340, 0.283], [-2.574, -3.769, 0.217], [-3.246, -3.696, -0.973], [-2.613, -3.220, -2.086], [-1.313, -2.787, -1.914], [-0.640, -2.777, -0.748], [-0.677, -2.188, -3.149], [-0.635, -2.922, -4.330], [-0.229, -2.256, -5.509], [0.165, -0.942, -5.439], [0.090, -0.286, -4.195], [-0.336, -0.883, -3.066], [0.368, 1.162, -4.101], [-0.010, 2.000, -5.138], [0.112, 3.372, -5.020], [0.643, 3.843, -3.872], [1.085, 2.949, -2.895], [1.605, 3.510, -1.636], [0.973, 1.616, -2.998], [0.207, -4.282, 1.639], [-1.187, -3.516, 2.435], [0.173, -2.564, 1.783], [-3.065, -4.187, 1.081], [-4.317, -3.908, -0.992], [-3.127, -3.213, -3.063], [-1.022, -3.927, -4.338], [-0.228, -2.712, -6.486], [0.390, -0.405, -6.369], [-0.484, 1.623, -6.045], [-0.294, 4.019, -5.773], [0.771, 4.895, -3.706], [2.055, 4.517, -1.822], [2.351, 2.856, -1.122], [0.781, 3.718, -0.978], [5.646, -3.192, 3.983], [4.584, -2.364, 3.838], [3.746, -2.731, 4.832], [5.039, -1.124, 4.123], [3.984, -2.464, 2.462], [4.523, -3.398, 1.596], [4.003, -3.516, 0.304], [3.085, -2.565, -0.047], [2.554, -1.651, 0.753], [2.912, -1.596, 2.053], [2.040, -0.535, 3.161], [5.340, -3.978, 1.919], [4.274, -4.288, -0.360], [2.642, -2.587, -1.032]],
  "mulliken_charge": [0.886, -0.798, -0.581, -0.052, -0.712, -0.978, 0.124, -0.064, -0.972, -0.003, 0.413, 0.422, 0.110, 0.500, 0.403, 0.370, 0.412, 0.449, 0.417, -0.318, 0.553, 0.442, -0.840, 0.578, -0.699, -0.564, -0.745, 0.386, 0.044, 0.297, -0.809, -0.624, -0.874, 0.599, -0.006, 0.536, -0.686, -0.719, -0.585, 0.779, -1.219, -0.069, 0.314, 0.345, -0.005, 0.402, 0.393, 0.448, 0.577, 0.437, 0.365, 0.336, 0.447, 0.372, 0.413, 0.271, 0.162, -0.315, 0.643, -0.230, -0.244, -0.200, -0.296, -0.956, -0.376, 0.020, -0.231, -0.304, 0.570, 0.469, 0.371],
  "charge": 0
}

# 2
{
  "formula": "C29H30N2O2",
  "method": "ωB97M-V/def2-TZVPD",
  "elements": ["C", "N", "C", "C", "C", "C", "C", "C", "C", "C", "C", "C", "C", "C", "C", "C", "C", "H", "H", "H", "H", "H", "H", "H", "H", "H", "H", "H", "H", "H", "H", "C", "C", "N", "C", "C", "C", "C", "C", "C", "C", "C", "C", "C", "C", "O", "O", "H", "H", "H", "H", "H", "H", "H", "H", "H", "H", "H", "H", "H", "H", "H", "H"],
  "coordinates": [[-1.823, 4.001, 2.155], [-1.466, 3.178, 1.021], [-0.616, 2.117, 1.054], [-0.499, 1.587, -0.240], [0.344, 0.433, -0.522], [0.232, -0.036, -1.942], [-1.032, -0.316, -2.488], [-1.115, -0.778, -3.793], [0.060, -1.020, -4.529], [1.318, -0.778, -3.950], [1.414, -0.267, -2.664], [-1.309, 2.457, -1.135], [-1.421, 2.693, -2.509], [-2.192, 3.755, -2.969], [-2.811, 4.654, -2.089], [-2.658, 4.484, -0.693], [-1.931, 3.401, -0.287], [-2.574, 4.729, 1.829], [-2.278, 3.379, 2.933], [-0.950, 4.536, 2.561], [-0.112, 1.826, 1.984], [1.389, 0.571, -0.109], [-1.937, -0.087, -1.881], [-2.104, -0.918, -4.241], [-0.005, -1.491, -5.507], [2.247, -0.947, -4.513], [2.391, 0.016, -2.209], [-0.893, 2.042, -3.212], [-2.322, 3.913, -4.038], [-3.405, 5.503, -2.422], [-3.084, 5.143, 0.053], [2.400, 0.225, 3.002], [1.461, -0.903, 3.452], [0.017, -0.788, 3.054], [-0.852, -0.577, 4.235], [-0.960, -1.748, 5.191], [-0.503, -0.554, 1.786], [0.374, -0.868, 0.583], [-0.075, -2.157, -0.063], [0.976, -2.880, -0.901], [2.342, -2.828, -0.577], [3.287, -3.439, -1.471], [2.863, -4.068, -2.629], [1.486, -4.173, -2.901], [0.543, -3.617, -2.031], [-1.252, -2.621, -0.111], [-1.628, -0.039, 1.621], [3.410, 0.015, 3.372], [2.485, 0.355, 1.917], [2.081, 1.176, 3.421], [1.846, -1.901, 3.182], [1.402, -0.880, 4.546], [-0.403, 0.272, 4.769], [-1.832, -0.275, 3.869], [-1.622, -1.456, 6.006], [-1.404, -2.624, 4.725], [-0.014, -2.053, 5.640], [1.465, -0.647, 0.801], [2.681, -2.392, 0.373], [4.357, -3.379, -1.216], [3.595, -4.542, -3.306], [1.149, -4.664, -3.799], [-0.533, -3.747, -2.191]],
  "mulliken_charge": [-0.918, 0.166, -1.390, 0.754, 0.398, 1.007, -0.259, -0.923, -0.611, -0.802, -0.222, 0.047, 0.057, -0.986, -0.659, -1.018, 0.250, 0.285, 0.312, 0.303, 0.585, 0.361, 0.483, 0.455, 0.433, 0.404, 0.321, 0.466, 0.390, 0.379, 0.241, -1.097, -0.456, 0.379, -0.676, -1.287, -0.820, 1.781, -0.168, 0.837, -0.210, -0.652, -0.482, -0.519, -0.791, -0.670, -0.607, 0.405, 0.280, 0.364, 0.203, 0.515, 0.432, 0.453, 0.411, 0.307, 0.343, -0.508, 0.324, 0.372, 0.372, 0.428, 0.429],
  "de_lowest_ev": 0.000,
  "smiles": "CCN(CC)C(=O)[C@@H](C(=O)c1ccccc1)[C@@H](c1ccccc1)c1cn(C)c2ccccc12",
  "charge": 0
}

# 3
{
  "formula": "C29H30N2O7",
  "method": "ωB97M-V/def2-TZVPD",
  "elements": ["C", "H", "H", "H", "O", "C", "O", "C", "N", "C", "O", "C", "C", "C", "C", "C", "C", "H", "H", "H", "H", "H", "C", "C", "C", "C", "O", "C", "C", "C", "O", "C", "O", "N", "C", "H", "H", "H", "C", "H", "H", "H", "H", "H", "C", "H", "H", "H", "H", "H", "C", "C", "C", "C", "C", "C", "C", "H", "H", "O", "C", "H", "H", "H", "H", "H", "H", "H"],
  "coordinates": [[-0.912, 4.367, 0.554], [-1.507, 4.399, -0.361], [-0.104, 5.092, 0.507], [-1.562, 4.562, 1.409], [-0.296, 3.095, 0.694], [-1.127, 2.060, 0.849], [-2.323, 2.151, 0.799], [-0.336, 0.753, 0.989], [0.843, 1.023, 1.836], [0.618, 1.694, 2.995], [-0.512, 1.980, 3.350], [1.819, 2.027, 3.809], [2.793, 1.077, 4.097], [3.870, 1.413, 4.898], [3.984, 2.695, 5.410], [3.010, 3.640, 5.135], [1.924, 3.305, 4.346], [1.148, 4.026, 4.136], [3.093, 4.637, 5.542], [4.829, 2.954, 6.030], [4.621, 0.671, 5.126], [2.695, 0.072, 3.714], [2.092, 1.072, 1.078], [1.575, 1.152, -0.313], [1.784, 1.914, -1.384], [0.655, 1.782, -2.315], [0.474, 2.377, -3.346], [-0.348, 0.790, -1.688], [-0.558, -0.388, -2.651], [0.768, -1.072, -2.905], [1.755, -0.495, -3.287], [0.818, -2.530, -2.452], [1.020, -2.740, -1.266], [0.637, -3.482, -3.374], [0.394, -3.207, -4.767], [0.466, -2.140, -4.962], [-0.603, -3.554, -5.053], [1.132, -3.726, -5.383], [0.703, -4.876, -2.998], [-0.219, -5.388, -3.283], [1.545, -5.364, -3.492], [0.836, -4.928, -1.919], [-1.294, -1.086, -2.252], [-0.914, 0.016, -3.603], [0.298, 0.373, -0.366], [0.503, -0.703, -0.350], [-1.308, 1.290, -1.543], [2.606, 2.580, -1.569], [2.700, 1.930, 1.368], [2.672, 0.152, 1.224], [-1.203, -0.357, 1.617], [-1.918, -1.214, 0.611], [-1.495, -2.511, 0.364], [-2.141, -3.319, -0.559], [-3.233, -2.827, -1.262], [-3.671, -1.526, -1.012], [-3.026, -0.736, -0.084], [-3.380, 0.263, 0.111], [-4.528, -1.161, -1.556], [-3.934, -3.521, -2.210], [-3.604, -4.868, -2.432], [-3.704, -5.464, -1.519], [-4.311, -5.228, -3.177], [-2.585, -4.974, -2.821], [-1.780, -4.323, -0.715], [-0.644, -2.912, 0.892], [-1.925, 0.121, 2.281], [-0.545, -0.985, 2.222]],
  "mulliken_charge": [-0.933, 0.305, 0.263, 0.339, -0.059, -0.178, -0.620, 1.273, 0.343, 0.544, -0.599, -0.162, 0.089, -0.814, -0.402, -0.663, -0.520, 0.429, 0.397, 0.390, 0.396, 0.461, -0.983, -0.135, -1.073, -0.465, -0.687, 0.233, -0.217, 0.286, -0.616, 0.860, -0.686, 0.173, -0.950, 0.331, 0.309, 0.381, -1.034, 0.311, 0.317, 0.273, -0.713, 0.729, 0.241, 0.611, 0.926, 0.619, 0.475, 0.304, -1.192, 0.333, -0.581, -0.310, 0.831, -1.036, -0.339, 0.595, 0.452, -0.467, -0.555, 0.341, 0.270, 0.012, 0.395, 0.227, 0.497, 0.429],
  "de_lowest_ev": 2.731,
  "smiles": "COC(=O)[C@@]1(Cc2ccc(OC)cc2)[C@@H]2C(=CC(=O)[C@H]2CC(=O)C(=O)N(C)C)CN1C(=O)c1ccccc1",
  "charge": 0
}

Number 1: HOMO level -6.46 eV. Number 2: HOMO level -7.07 eV. Number 3: HOMO level -8.40 eV.